1.
2 unconnected molecules or ions with the total composition C6H14N2 at a distorted geometry. Source: the Open Molecules 2025 dataset; level of theory: the ωB97M-V functional and the def2-TZVPD basis.

XYZ file:
```
22
Properties=species:S:1:pos:R:3:forces:R:3
H -1.0247 0.8472 1.0947 0.38 -1.71 1.81
N -0.4429 0.3170 1.8490 -0.77 2.78 -0.94
C 0.0160 -0.7495 1.4135 -0.34 -1.92 -2.79
C -0.5105 -1.6447 0.1796 0.28 0.60 1.65
C -1.6125 -1.0482 -0.6803 0.12 0.01 0.06
C 0.6076 -2.2732 -0.6373 -0.10 -0.02 0.05
H 0.8943 -1.1891 1.8778 -0.15 -0.40 0.65
H -0.9667 -2.4489 0.7768 -0.01 -0.09 -0.09
H -1.2148 -0.3150 -1.3690 0.11 0.31 -0.02
H -2.4112 -0.6045 -0.0829 0.01 0.00 -0.02
H -2.0465 -1.8242 -1.3093 -0.12 -0.17 0.12
H 1.0246 -1.5464 -1.3275 0.14 0.02 -0.03
H 0.2160 -3.1075 -1.2218 -0.01 0.00 -0.01
H 1.3888 -2.6747 0.0094 0.11 0.04 -0.01
H 1.7334 0.6491 -0.3304 0.15 0.24 0.23
N 0.9194 0.8602 -0.9024 -0.96 0.32 0.21
C 0.2828 1.8933 -0.5035 2.39 0.61 -2.06
C 0.8169 2.9542 0.4087 -0.36 -0.31 0.88
H -0.4833 2.2456 -1.1935 -0.70 -0.32 0.34
H 0.0414 3.1863 1.1469 0.19 0.28 0.02
H 1.0704 3.8681 -0.1503 -0.22 -0.35 0.06
H 1.7013 2.6048 0.9518 -0.14 0.05 -0.11
```
Positions in Å, forces in eV/Å.

Summary:
Energy relative to the best compared isomer or geometry (same formula, charge and spin) (kcal/mol): 44.26
Total energy (a.u.): -346.4566
Structure (SMILES): [H]/N=C\C(C)C.[H]/N=C\C
HOMO-LUMO gap (eV): 10.32
M (g/mol): 114.19
Multiplicity: 1
F_max (eV Å⁻¹): 3.41

From a natural (NBO) analysis of the wavefunction, the atomic charges in e read: atom 1 (H): 0.33, atom 2 (N): -0.64, atom 3 (C): 0.17, atom 4 (C): -0.28, atom 5 (C): -0.63, atom 6 (C): -0.61, atom 7 (H): 0.16, atom 8 (H): 0.21, atom 9 (H): 0.22, atom 10 (H): 0.21, atom 11 (H): 0.21, atom 12 (H): 0.23, atom 13 (H): 0.21, atom 14 (H): 0.20, atom 15 (H): 0.33, atom 16 (N): -0.62, atom 17 (C): 0.13, atom 18 (C): -0.69, atom 19 (H): 0.17, atom 20 (H): 0.23, atom 21 (H): 0.23, atom 22 (H): 0.22


2.
A molecular structure, C44H38AsF3N3O2Pd at a distorted geometry. Source: the Open Molecules 2025 dataset; level of theory: the ωB97M-V functional and the def2-TZVPD basis.

XYZ file:
```
92
Properties=species:S:1:pos:R:3:forces:R:3
Pd -0.2068 -0.9405 0.1976 0.01 0.75 -0.34
F 4.3243 4.5422 -5.9926 -0.07 0.00 0.03
C 3.0091 4.6680 -5.7616 0.05 0.11 -0.12
F 2.7997 5.9198 -5.3063 0.00 -0.07 0.00
F 2.3829 4.5823 -6.9530 0.06 0.02 0.08
C 2.4881 3.6346 -4.8065 -0.01 -0.06 0.02
C 1.1567 3.7129 -4.4147 0.04 -0.01 0.00
C 0.6220 2.7420 -3.5907 -0.01 -0.01 0.01
C 1.4207 1.6847 -3.1445 0.19 0.10 -0.18
C 2.7613 1.6264 -3.5333 -0.09 -0.02 0.02
C 3.2944 2.5974 -4.3621 -0.01 0.05 -0.02
C 0.8892 0.6959 -2.2642 -0.14 -0.39 0.20
C 0.4710 -0.1664 -1.5171 -0.68 0.26 1.44
H 0.5422 4.5352 -4.7576 -0.01 -0.02 -0.03
H -0.4158 2.7958 -3.2895 0.00 -0.03 0.04
H 3.3759 0.8068 -3.1873 0.01 0.01 0.02
H 4.3333 2.5472 -4.6562 -0.02 0.01 -0.05
C -1.8185 -6.1750 -2.4725 0.03 -0.02 -0.23
N -1.2231 -5.6170 -1.2746 -0.07 -0.12 0.11
N -1.6238 -4.4185 -0.7214 0.32 0.38 0.15
C -0.6834 -4.0167 0.2056 -0.13 -0.32 0.04
O -0.8093 -2.9819 0.9239 0.01 -0.30 -0.38
C 0.3252 -5.0116 0.1927 -0.01 0.11 -0.01
C -0.0370 -5.9570 -0.7334 -0.04 0.12 0.16
C 0.6879 -7.1811 -1.1587 -0.03 -0.03 -0.12
C -2.9030 -3.8405 -0.9461 -0.23 -0.06 0.00
C -4.0417 -4.6344 -0.8582 0.00 -0.02 0.10
C -5.2864 -4.0843 -1.1178 0.03 0.01 -0.04
C -5.3983 -2.7376 -1.4300 -0.04 0.02 0.03
C -4.2641 -1.9417 -1.4706 0.03 0.05 0.00
C -3.0116 -2.4876 -1.2391 0.02 -0.08 -0.06
H -2.6316 -5.5372 -2.8010 -0.02 0.01 0.01
H -2.2106 -7.1735 -2.2809 -0.01 0.03 0.04
H -1.0809 -6.2274 -3.2741 0.01 0.01 0.04
H 1.2066 -5.0051 0.8096 0.00 -0.03 0.00
H 1.5512 -7.3363 -0.5180 0.01 0.00 0.00
H 1.0367 -7.0860 -2.1889 0.01 -0.03 0.00
H 0.0464 -8.0608 -1.1008 0.00 -0.01 0.00
H -3.9610 -5.6742 -0.5675 0.06 -0.02 -0.06
H -6.1677 -4.7096 -1.0758 0.00 0.00 0.04
H -6.3703 -2.3080 -1.6309 0.00 0.00 0.00
H -4.3437 -0.8880 -1.7019 -0.01 0.00 0.01
H -2.1336 -1.8578 -1.2966 0.06 -0.06 -0.07
O -1.4125 0.6449 1.0196 0.67 -1.13 -0.82
As -0.8475 2.1418 1.4806 0.36 1.16 0.17
C -1.7953 2.5012 3.1193 0.05 -0.09 -0.22
C -2.7240 3.5246 3.2492 0.13 0.05 -0.14
C -3.4920 3.6036 4.4024 -0.05 0.03 0.03
C -3.3351 2.6642 5.4103 0.02 0.01 0.00
C -2.3875 1.6553 5.2887 0.02 -0.01 -0.01
C -1.6174 1.5737 4.1420 0.05 -0.02 -0.11
C 1.0367 2.3405 1.8709 -0.22 0.01 0.06
C 1.3677 3.3893 2.7276 -0.15 -0.08 0.02
C 2.6932 3.6121 3.0619 0.01 0.05 0.01
C 3.6818 2.7733 2.5650 0.01 0.00 -0.02
C 3.3517 1.7343 1.7069 0.01 -0.03 -0.02
C 2.0301 1.5342 1.3346 -0.16 -0.12 -0.01
C -1.2703 3.4666 0.1495 -0.03 -0.15 0.19
C -0.3000 4.3355 -0.3335 0.05 -0.08 0.11
C -0.6445 5.2720 -1.2970 0.00 0.03 -0.02
C -1.9477 5.3363 -1.7689 0.05 0.03 0.01
C -2.9153 4.4648 -1.2848 -0.04 -0.03 -0.01
C -2.5783 3.5260 -0.3236 0.03 -0.12 0.05
H -2.8428 4.2537 2.4564 -0.07 -0.01 0.02
H -4.2243 4.3929 4.5072 0.01 0.01 0.00
H -3.9542 2.7151 6.2959 0.01 0.03 0.01
H -2.2607 0.9273 6.0786 0.00 0.01 0.01
H -0.8849 0.7840 4.0166 -0.06 -0.05 0.09
H 0.5837 4.0180 3.1358 0.07 0.03 0.06
H 2.9518 4.4334 3.7167 0.00 -0.01 0.01
H 4.7148 2.9353 2.8429 0.00 -0.01 0.01
H 4.1188 1.0688 1.3321 0.00 0.04 -0.05
H 1.7718 0.7527 0.6327 0.07 -0.09 -0.02
H 0.7157 4.2778 0.0389 0.01 0.03 -0.05
H 0.1071 5.9502 -1.6785 0.00 0.00 -0.01
H -2.2109 6.0733 -2.5162 -0.01 -0.01 -0.01
H -3.9295 4.5183 -1.6574 0.00 0.00 0.00
H -3.3133 2.8274 0.0604 -0.07 0.05 -0.08
N 0.9575 -1.4913 2.5053 -0.12 0.06 0.01
C 2.2829 -2.0002 2.3305 0.09 0.04 -0.17
C 3.1765 -2.1125 3.3884 -0.02 0.04 0.00
C 4.4502 -2.6185 3.1745 0.04 0.00 0.01
C 4.8478 -3.0070 1.9040 0.01 0.01 -0.03
C 3.9651 -2.8759 0.8408 0.01 -0.06 -0.03
C 2.6915 -2.3741 1.0527 -0.10 0.05 0.11
H 0.8836 -0.9727 3.3722 -0.01 0.00 -0.01
H 0.2859 -2.2558 2.5230 -0.02 0.00 -0.01
H 2.8746 -1.8083 4.3840 -0.03 -0.03 0.00
H 5.1316 -2.7209 4.0089 0.01 0.03 0.00
H 5.8409 -3.4018 1.7382 0.00 0.00 0.02
H 4.2707 -3.1612 -0.1577 0.00 0.00 0.00
H 2.0015 -2.2582 0.2195 0.07 -0.03 -0.04
```
Positions in Å, forces in eV/Å.

Summary:
Energy relative to the best compared isomer or geometry (same formula, charge and spin) (kcal/mol): 61.48
Charge: +1
Total energy (a.u.): -4677.1747
HOMO-LUMO gap (alpha / beta) (eV): 6.24 / 6.40
M (g/mol): 879.14
Multiplicity: 1
F_max (eV Å⁻¹): 1.61

From a Mulliken analysis of the wavefunction, the atomic charges in e read: atom 1 (Pd): 1.43, atom 2 (F): -0.28, atom 3 (C): 0.87, atom 4 (F): -0.25, atom 5 (F): -0.25, atom 6 (C): 0.40, atom 7 (C): -0.89, atom 8 (C): -0.45, atom 9 (C): 0.69, atom 10 (C): -0.65, atom 11 (C): -0.67, atom 12 (C): 0.41, atom 13 (C): -1.40, atom 14 (H): 0.42, atom 15 (H): 0.50, atom 16 (H): 0.50, atom 17 (H): 0.47, atom 18 (C): -1.10, atom 19 (N): 0.02, atom 20 (N): 0.61, atom 21 (C): 0.66, atom 22 (O): -1.06, atom 23 (C): -1.20, atom 24 (C): 0.63, atom 25 (C): -1.57, atom 26 (C): 0.10, atom 27 (C): 0.21, atom 28 (C): -0.64, atom 29 (C): -0.50, atom 30 (C): -0.81, atom 31 (C): -0.45, atom 32 (H): 0.46, atom 33 (H): 0.34, atom 34 (H): 0.37, atom 35 (H): 0.58, atom 36 (H): 0.38, atom 37 (H): 0.35, atom 38 (H): 0.34, atom 39 (H): 0.51, atom 40 (H): 0.39, atom 41 (H): 0.41, atom 42 (H): 0.45, atom 43 (H): 0.48, atom 44 (O): -0.65, atom 45 (As): 1.74, atom 46 (C): -0.23, atom 47 (C): -0.12, atom 48 (C): -0.68, atom 49 (C): -0.47, atom 50 (C): -0.68, atom 51 (C): -0.20, atom 52 (C): 0.06, atom 53 (C): -0.31, atom 54 (C): -0.75, atom 55 (C): -0.61, atom 56 (C): -0.73, atom 57 (C): -0.35, atom 58 (C): 0.14, atom 59 (C): -0.13, atom 60 (C): -0.78, atom 61 (C): -0.49, atom 62 (C): -0.77, atom 63 (C): -0.58, atom 64 (H): 0.41, atom 65 (H): 0.42, atom 66 (H): 0.39, atom 67 (H): 0.41, atom 68 (H): 0.32, atom 69 (H): 0.49, atom 70 (H): 0.42, atom 71 (H): 0.42, atom 72 (H): 0.52, atom 73 (H): 0.40, atom 74 (H): 0.37, atom 75 (H): 0.49, atom 76 (H): 0.44, atom 77 (H): 0.42, atom 78 (H): 0.54, atom 79 (N): 0.01, atom 80 (C): 0.35, atom 81 (C): -0.36, atom 82 (C): -0.61, atom 83 (C): -0.57, atom 84 (C): -1.20, atom 85 (C): 0.19, atom 86 (H): 0.08, atom 87 (H): 0.22, atom 88 (H): 0.43, atom 89 (H): 0.41, atom 90 (H): 0.42, atom 91 (H): 0.49, atom 92 (H): 0.45


3.
2 unconnected molecules or ions with the total composition C11H12B3Cl4N2O5PS at a distorted geometry. Source: the Open Molecules 2025 dataset; level of theory: the ωB97M-V functional and the def2-TZVPD basis.

XYZ file:
```
39
Properties=species:S:1:pos:R:3:forces:R:3
O 0.8883 -0.4977 3.1468 2.22 2.29 -2.72
P 1.7841 0.4003 2.1795 -2.97 -2.65 3.33
B 2.5260 -0.6921 0.7449 2.19 -1.57 -2.22
O 3.2283 0.0259 -0.3774 -3.58 -2.89 0.18
B 2.7411 -0.5690 -1.6527 0.69 -1.15 -0.32
C 2.0280 0.3516 -2.8603 -0.04 0.68 0.73
C 0.3606 0.2903 -2.7520 0.18 0.27 0.29
C -0.2449 -1.2281 -2.8742 2.48 -4.82 -3.74
O 0.4182 -2.1311 -3.6495 -4.09 5.77 4.62
N -1.5277 -1.7392 -2.2389 1.26 3.54 0.06
C -2.1301 -0.7514 -1.2659 -1.36 2.04 1.64
C -1.4841 -0.7266 0.2642 -3.28 2.87 -1.39
C -2.0926 0.3759 1.3296 -0.98 -0.72 -4.70
C -3.2855 1.3691 0.7777 0.94 -1.72 -1.78
C -3.9374 1.3417 -0.7272 3.41 -2.94 0.85
C -3.3292 0.2325 -1.7994 1.58 0.49 4.31
O 2.8873 -2.0459 -1.8160 -1.63 1.91 3.97
B 2.5490 -2.7633 -0.5710 0.78 -0.56 -0.72
N 2.3306 -4.2758 -0.6801 0.13 -1.29 8.08
C 2.2327 -4.8129 0.5897 -1.79 1.70 -2.47
S 1.7588 -5.3748 2.1558 1.94 1.68 -5.46
O 2.4357 -2.1745 0.7800 0.06 3.70 -3.10
H 0.9848 1.4826 1.6057 1.12 -0.57 0.11
H 2.8507 0.9454 2.9863 -0.31 0.18 -1.03
H 2.2972 1.4789 -2.5731 -0.56 -2.34 -0.93
H 2.4286 0.0875 -3.9272 -0.91 0.42 2.11
H 0.1006 0.8497 -1.7515 0.12 -1.40 -1.92
H -0.1303 0.9342 -3.6223 1.04 -1.53 1.77
H -2.1999 -2.0510 -2.9761 0.97 0.24 0.89
H -0.6118 -1.4911 0.5077 -2.13 1.77 -0.40
H -1.6239 0.4203 2.4144 -1.20 0.00 -2.47
H -3.6968 2.1782 1.5312 0.92 -1.88 -1.74
H -4.7858 2.1023 -1.0830 2.16 -1.90 1.08
H -3.7154 0.1591 -2.9191 0.93 0.13 2.71
Cl 0.0294 4.6072 2.7762 -0.10 -0.22 0.28
C -0.4070 3.6598 4.2207 0.14 0.07 0.11
Cl 0.6107 2.1997 4.3032 -0.65 0.54 0.32
Cl -0.1469 4.6483 5.6802 -0.09 -0.22 -0.37
Cl -2.1213 3.1842 4.1234 0.42 0.09 0.03
```
Positions in Å, forces in eV/Å.

Summary:
Total energy (a.u.): -3566.7646
Structure (SMILES): O=[PH2]B1OB(CCC(=O)Nc2ccccc2)OB(N=C=S)O1.ClC(Cl)(Cl)Cl
HOMO-LUMO gap (eV): 7.96
M (g/mol): 489.51
Multiplicity: 1
F_max (eV Å⁻¹): 8.45

From a natural (NBO) analysis of the wavefunction, the atomic charges in e read: atom 1 (O): -1.08, atom 2 (P): 1.07, atom 3 (B): 0.88, atom 4 (O): -0.92, atom 5 (B): 1.22, atom 6 (C): -0.78, atom 7 (C): -0.50, atom 8 (C): 0.66, atom 9 (O): -0.57, atom 10 (N): -0.68, atom 11 (C): 0.14, atom 12 (C): -0.27, atom 13 (C): -0.23, atom 14 (C): -0.24, atom 15 (C): -0.22, atom 16 (C): -0.27, atom 17 (O): -0.88, atom 18 (B): 1.24, atom 19 (N): -0.74, atom 20 (C): 0.32, atom 21 (S): 0.07, atom 22 (O): -0.90, atom 23 (H): 0.00, atom 24 (H): -0.01, atom 25 (H): 0.24, atom 26 (H): 0.27, atom 27 (H): 0.25, atom 28 (H): 0.26, atom 29 (H): 0.42, atom 30 (H): 0.26, atom 31 (H): 0.28, atom 32 (H): 0.23, atom 33 (H): 0.25, atom 34 (H): 0.24, atom 35 (Cl): 0.05, atom 36 (C): -0.21, atom 37 (Cl): 0.07, atom 38 (Cl): 0.06, atom 39 (Cl): 0.05


4.
3 unconnected molecules or ions with the total composition C18H32BrFI2N2O7PS at a distorted geometry. Source: the Open Molecules 2025 dataset; level of theory: the ωB97M-V functional and the def2-TZVPD basis.

XYZ file:
```
65
Properties=species:S:1:pos:R:3:forces:R:3
C 0.0048 2.3504 -3.3162 -0.26 0.41 0.13
C 1.5409 2.3085 -2.7440 4.83 0.49 -3.28
O 2.5602 2.3691 -3.6375 -6.44 -0.38 5.58
O 1.8751 2.2773 -1.3186 -1.15 -0.88 -3.34
C 1.8245 0.8770 -0.7744 0.38 -0.54 -1.59
C 0.3689 0.5950 -0.2032 -0.46 2.28 -1.94
P 0.0732 -0.1568 1.5196 -1.02 2.33 -1.69
I -0.4901 -1.0372 3.7508 -1.06 -1.70 1.95
C 1.7878 -0.9516 1.7288 2.96 -2.34 2.00
C 2.8881 -0.1975 2.6728 4.51 4.88 -2.63
O 3.7221 0.7960 2.3263 -5.80 -6.75 2.08
Br 3.2289 -0.9073 4.5595 -0.33 0.52 -1.38
C -1.7339 0.4820 1.3556 -2.50 0.08 0.21
C -2.2107 1.7149 2.2608 -3.11 -1.09 0.25
C -3.8903 1.5837 2.2749 0.21 0.55 0.43
I -1.9509 3.7281 1.3268 0.26 -0.98 0.38
N -0.6766 -1.6810 0.8735 5.68 -5.86 -6.77
C 0.0929 -2.3577 0.0197 -2.21 1.00 3.97
S 1.2004 -3.4137 -0.7993 -3.09 2.84 1.84
C 0.6569 1.4412 2.4546 4.10 7.26 -1.67
O 1.2478 2.4923 1.8684 -3.73 -6.16 2.83
N 0.5582 1.6154 3.9871 0.51 4.22 0.05
C 0.3657 3.1102 4.3261 -5.09 3.27 1.20
O -0.8042 3.6739 4.6287 8.30 -4.04 -2.13
F 1.5630 4.0290 4.4075 -3.07 -3.04 -0.13
H -0.2250 3.4118 -3.8123 0.88 -2.28 1.14
H -0.1195 1.5634 -4.1729 0.42 1.51 1.73
H -0.8275 2.1936 -2.5020 1.92 0.20 -1.41
H 2.0132 0.1799 -1.7252 -0.19 1.18 2.21
H 2.7606 0.8119 -0.0925 -2.00 0.17 -0.87
H -0.1583 1.6731 -0.1385 1.52 -2.24 0.02
H -0.2741 0.0995 -1.0840 1.42 0.63 2.21
H 1.5973 -1.9848 2.3044 0.48 2.27 -1.34
H 2.3923 -1.2420 0.7809 -1.13 0.89 1.36
H -2.0591 0.7000 0.2270 0.88 -0.34 2.42
H -2.4308 -0.4414 1.6618 1.53 2.09 -0.40
H -1.9592 1.7003 3.3996 0.27 0.28 -2.38
H -4.2487 1.1446 1.2512 0.60 0.71 2.05
H -4.2106 0.9216 3.2087 0.66 1.14 -2.18
H -4.3724 2.6500 2.4061 0.92 -2.21 -0.18
H 1.4673 1.4026 4.4476 -0.59 -0.32 -0.63
C 0.3952 -5.7109 5.2863 -0.39 0.05 0.04
C 1.2654 -5.1920 4.1527 0.33 -0.16 0.52
C 2.3589 -6.1855 3.7940 0.14 -0.09 -0.34
O 1.8593 -3.9560 4.5411 0.03 0.02 -0.05
H 0.9884 -5.8726 6.1934 0.07 -0.08 -0.12
H -0.3797 -4.9802 5.5420 0.10 -0.09 -0.14
H -0.0888 -6.6535 5.0127 0.04 0.06 0.07
H 0.6441 -4.9947 3.2724 0.14 0.21 0.14
H 3.0218 -6.3641 4.6482 -0.15 -0.03 0.04
H 2.9849 -5.7935 2.9852 -0.17 -0.04 0.07
H 1.9338 -7.1424 3.4757 0.08 0.05 0.03
H 2.4129 -4.1214 5.3222 -0.23 0.08 -0.35
C -2.6621 1.4927 -8.2576 -0.36 -0.14 0.04
C -1.8798 2.3723 -7.2953 0.37 -0.25 -0.51
C -1.0144 3.3759 -8.0406 0.08 0.36 0.11
O -1.0521 1.5533 -6.4736 0.04 -0.13 0.10
H -1.9863 0.9158 -8.8990 0.02 0.17 0.00
H -3.2709 0.7672 -7.7074 0.05 0.17 -0.04
H -3.3208 2.0920 -8.8937 0.06 -0.09 0.02
H -2.5740 2.9035 -6.6351 0.19 -0.18 0.09
H -0.2801 2.8658 -8.6744 -0.16 -0.04 -0.01
H -0.4478 3.9937 -7.3357 -0.14 -0.08 -0.08
H -1.6236 4.0316 -8.6703 0.09 -0.05 0.02
H -0.4324 1.0777 -7.0513 -0.25 0.24 0.25
```
Positions in Å, forces in eV/Å.

Summary:
Charge: -1
Total energy (a.u.): -5349.7777
HOMO-LUMO gap (eV): 7.41
M (g/mol): 804.21
Multiplicity: 1
F_max (eV Å⁻¹): 10.61

From a natural (NBO) analysis of the wavefunction, the atomic charges in e read: atom 1 (C): -0.75, atom 2 (C): 0.80, atom 3 (O): -0.60, atom 4 (O): -0.56, atom 5 (C): -0.09, atom 6 (C): -0.83, atom 7 (P): 1.34, atom 8 (I): -0.21, atom 9 (C): -0.91, atom 10 (C): 0.52, atom 11 (O): -0.54, atom 12 (Br): -0.05, atom 13 (C): -0.79, atom 14 (C): -0.33, atom 15 (C): -0.64, atom 16 (I): 0.05, atom 17 (N): -0.77, atom 18 (C): 0.29, atom 19 (S): -0.13, atom 20 (C): 0.44, atom 21 (O): -0.59, atom 22 (N): -0.79, atom 23 (C): 0.97, atom 24 (O): -0.55, atom 25 (F): -0.38, atom 26 (H): 0.25, atom 27 (H): 0.27, atom 28 (H): 0.24, atom 29 (H): 0.18, atom 30 (H): 0.24, atom 31 (H): 0.28, atom 32 (H): 0.24, atom 33 (H): 0.30, atom 34 (H): 0.28, atom 35 (H): 0.23, atom 36 (H): 0.26, atom 37 (H): 0.27, atom 38 (H): 0.21, atom 39 (H): 0.22, atom 40 (H): 0.22, atom 41 (H): 0.42, atom 42 (C): -0.63, atom 43 (C): 0.09, atom 44 (C): -0.63, atom 45 (O): -0.71, atom 46 (H): 0.19, atom 47 (H): 0.23, atom 48 (H): 0.20, atom 49 (H): 0.19, atom 50 (H): 0.19, atom 51 (H): 0.22, atom 52 (H): 0.20, atom 53 (H): 0.46, atom 54 (C): -0.63, atom 55 (C): 0.09, atom 56 (C): -0.63, atom 57 (O): -0.72, atom 58 (H): 0.20, atom 59 (H): 0.22, atom 60 (H): 0.21, atom 61 (H): 0.18, atom 62 (H): 0.20, atom 63 (H): 0.22, atom 64 (H): 0.21, atom 65 (H): 0.46